The following is a quantum chemistry calculation of C4H10N2O in the gas phase, from the OMol25 dataset.

XYZ file:
```
17
Properties=species:S:1:pos:R:3:forces:R:3:mulliken_charge:R:1
C -1.0852 -1.2909 0.0810 -1.6 -0.7 -1.2 -1.456
C 0.1966 -0.6284 0.5466 1.3 -0.2 1.1 0.835
C 1.2977 -1.7644 0.6252 1.1 -0.8 0.7 -0.314
O 1.9854 -2.0857 1.5840 -1.4 1.0 -1.0 -0.474
N 0.7319 0.2147 -0.4957 -1.7 0.3 -1.0 -0.466
C -0.1267 1.3367 -0.8932 -1.4 -1.6 -0.8 -0.455
N -0.3216 2.2902 0.1561 -2.3 0.5 0.3 -0.435
H -1.1078 -2.3659 0.3717 0.0 0.7 -0.2 0.350
H -2.0170 -0.8468 0.4527 0.4 0.0 0.5 0.349
H -1.2913 -1.2302 -1.0512 1.0 -0.3 1.5 0.343
H 0.1177 -0.0363 1.5510 -0.1 -1.5 -1.5 0.255
H 1.5418 -2.3387 -0.3418 -0.9 0.9 0.6 0.315
H 1.6290 0.5207 -0.2454 1.4 0.7 0.3 0.227
H -1.1767 0.8569 -1.1421 2.0 1.2 0.3 0.279
H 0.2907 1.7140 -1.8445 -0.1 0.1 0.4 0.298
H 0.4782 2.7195 0.5406 0.9 0.6 0.1 0.170
H -1.1425 2.9344 0.1050 1.3 -1.0 -0.1 0.179
```
Forces are in eV/Å.

**Spin multiplicity**: 1
**Energy above the lowest of the compared OMol25 structures with the same formula, charge and spin**: 58.1 kcal/mol
**E**: -9336.470 eV
**E_LUMO**: 0.96 eV
**HOMO energy**: -9.380 eV